Record 1
Below is 2 unconnected molecules or ions with the total composition C7H9N2O2 in a non-equilibrium geometry, with properties calculated with ωB97M-V/def2-TZVPD.

Geometry as XYZ:
```
20
Properties=species:S:1:pos:R:3:forces:R:3:nbo_charge:R:1
C -2.783008 -0.329839 0.511286 2.235 -2.017 -1.730 -0.15
C -2.694710 -1.418988 -0.381377 -1.155 -0.890 -0.597 -0.20
C -1.604182 0.193139 0.988456 1.756 1.499 0.771 -0.23
C -1.504522 -2.056365 -0.624585 0.468 2.511 0.927 -0.22
C -0.337185 -0.390974 0.702733 -0.251 -0.810 -0.950 0.13
C -0.359489 -1.490129 -0.147538 -0.750 0.901 1.207 0.20
C 1.906431 -2.175575 0.270404 0.765 -0.536 0.455 1.13
N 0.868923 0.002570 1.244699 -1.131 0.042 1.197 -0.83
N 2.230564 1.072889 -0.791543 3.225 -3.222 -0.550 -1.06
O 0.944099 -2.145618 -0.454790 -0.343 0.028 -0.047 -0.39
O 2.901109 -2.364841 0.779474 -0.364 0.255 -0.114 -0.29
H -3.757650 -0.103809 0.709813 -2.134 1.703 0.876 0.24
H -3.547580 -1.863646 -0.992592 0.799 0.920 1.492 0.25
H -1.430900 1.172063 1.529478 -1.102 -1.293 -0.253 0.24
H -1.469312 -2.848069 -1.232046 0.122 -3.008 -2.277 0.24
H 0.710039 0.840952 1.801045 0.687 -0.290 0.100 0.41
H 1.659608 0.111223 0.616338 -0.073 0.868 -0.231 0.42
H 3.147705 1.124385 -1.258770 -0.237 0.043 0.549 0.39
H 1.732356 0.484697 -1.423920 -0.823 -0.257 -0.686 0.35
H 1.882341 1.946634 -0.871182 -1.694 3.553 -0.139 0.38
```
Positions in Å, forces in eV/Å.

Properties
Spin multiplicity: 1
DFT total energy (eV): -14470.8748
E_HOMO (Ha): -0.460
Net charge: +1
Gap between HOMO and LUMO (eV): 8.32
Energy relative to the best compared isomer or geometry (same formula, charge and spin) (kcal/mol): 72.6

---

Record 2
Below is a gas-phase ion, C7H9N2OS (charge +1) in a non-equilibrium geometry, with properties calculated with ωB97M-V/def2-TZVPD.

Geometry as XYZ:
```
20
Properties=species:S:1:pos:R:3:forces:R:3:nbo_charge:R:1
C -1.225381 0.476444 -0.817535 2.114 0.971 -2.195 -0.39
C 0.300098 0.505528 -0.571485 1.353 0.858 -0.461 0.04
C -1.606344 -0.902505 -1.086655 1.261 0.041 0.542 -0.22
C 0.837687 -0.880845 -0.401046 0.107 -0.926 0.680 -0.30
C -1.697322 1.129261 0.444595 0.590 -0.209 -0.644 0.36
C 3.109353 -0.604644 0.741760 0.448 -0.787 -2.422 -0.68
C 1.972452 -1.370698 0.160497 -1.184 -2.569 0.291 0.01
N -0.756191 1.595201 1.146932 0.032 -0.093 1.066 -0.11
N -3.008086 1.277980 0.627167 -2.160 -1.520 -1.078 -0.79
O 0.484575 1.165510 0.676979 -0.172 0.846 -0.244 -0.35
S -0.470783 -1.994562 -0.703078 -0.354 -0.730 -0.728 0.80
H -1.420896 1.098668 -1.752258 -0.395 -0.531 1.336 0.29
H 0.882674 1.064102 -1.369304 -0.723 -0.544 0.839 0.24
H -2.511094 -1.063727 -1.595053 -1.237 -1.003 -0.166 0.27
H 3.259744 0.256616 0.057209 0.365 -0.308 0.529 0.24
H 2.793749 -0.192497 1.684641 0.343 -0.149 0.681 0.28
H 3.974488 -1.339148 0.681763 -0.729 1.518 0.768 0.26
H 2.035744 -2.566822 0.294390 -0.281 2.857 -0.402 0.24
H -3.300015 1.874717 1.341442 -0.526 0.883 1.349 0.42
H -3.654452 0.471422 0.439040 1.147 1.397 0.258 0.40
```
Positions in Å, forces in eV/Å.

Properties
Spin multiplicity: 1
DFT total energy (eV): -23257.1799
E_HOMO (Ha): -0.463
Net charge: +1
Gap between HOMO and LUMO (eV): 6.48
Energy relative to the best compared isomer or geometry (same formula, charge and spin) (kcal/mol): 71.5

---

Record 3
Below is C7H9N3 in the gas phase in a non-equilibrium geometry, with properties calculated with ωB97M-V/def2-TZVPD.

Geometry as XYZ:
```
19
Properties=species:S:1:pos:R:3:forces:R:3:nbo_charge:R:1
C -2.276381 1.330349 0.092107 2.623 -0.992 -1.191 -0.40
C -3.272535 0.359534 -0.022521 1.529 -0.697 -0.188 -0.04
C -1.092597 0.515584 -0.024914 2.951 -0.562 1.489 0.32
C -0.298459 -1.623150 0.038320 -2.079 -3.017 -0.076 -0.11
C 0.807173 -0.888897 0.099620 2.325 -0.147 0.312 0.15
C 2.299067 -1.320193 0.237511 0.502 0.673 -0.001 -0.65
C 1.375290 1.518967 -0.227673 3.187 -1.890 -1.947 -0.40
N -2.801669 -0.900542 -0.093672 -0.482 -1.048 0.389 -0.29
N -1.448108 -0.828451 -0.029056 0.021 4.897 -0.266 -0.18
N 0.530999 0.464219 0.202900 -5.441 -0.048 -0.368 -0.38
H -2.334131 2.385880 -0.145925 -0.079 -0.184 0.521 0.24
H -4.303476 0.596779 -0.129328 -0.658 -0.380 0.031 0.21
H -0.504947 -2.714590 0.091705 0.789 1.043 -0.115 0.23
H 2.565238 -2.331585 0.590150 -1.078 0.236 -0.007 0.24
H 2.724374 -0.634760 1.022574 -0.158 -0.600 -0.891 0.22
H 2.942071 -1.256203 -0.698610 -1.109 0.479 0.899 0.23
H 1.109775 2.438826 0.154941 -1.214 1.985 0.340 0.22
H 2.420058 1.411459 0.202450 -1.118 -0.328 -0.336 0.21
H 1.558262 1.476767 -1.360588 -0.511 0.579 1.404 0.19
```
Positions in Å, forces in eV/Å.

Properties
SMILES: Cc1cn2nccc2n1C
Spin multiplicity: 1
DFT total energy (eV): -11872.4077
E_HOMO (Ha): -0.290
Net charge: 0
Gap between HOMO and LUMO (eV): 8.68
Energy relative to the best compared isomer or geometry (same formula, charge and spin) (kcal/mol): 71.1

---

Record 4
Below is 2 unconnected molecules or ions with the total composition C7H9N3O in a non-equilibrium geometry, with properties calculated with ωB97M-V/def2-TZVPD.

Geometry as XYZ:
```
20
Properties=species:S:1:pos:R:3:forces:R:3:nbo_charge:R:1
C -1.845316 1.798358 0.129774 0.140 2.102 -0.120 0.14
C 3.155954 0.351584 0.550026 2.309 0.179 -1.097 -0.11
C 1.883076 0.522311 0.973028 0.028 0.524 1.123 -0.21
C 1.866044 0.484991 -1.166481 1.180 0.435 -2.010 0.11
C -1.464128 -0.307067 1.399125 -2.024 -3.195 -2.315 -0.69
C -1.431462 -1.468205 -1.396565 3.065 0.519 0.030 -0.29
C -1.597744 0.451389 0.069478 2.919 -3.247 -0.544 0.57
N -1.893290 2.935735 0.252271 -0.402 0.554 0.080 -0.11
N 3.180536 0.379107 -0.844950 -0.940 -0.757 0.179 -0.52
N 1.088234 0.699709 -0.138099 -2.594 -0.659 2.501 -0.53
O -1.593160 -0.047044 -1.161161 -1.559 -0.081 2.087 -0.38
H 4.134956 0.304147 1.143734 -1.770 -0.020 -0.972 0.20
H 1.673184 0.643328 2.040087 -0.778 0.071 -0.588 0.19
H 1.393182 0.466064 -2.200305 1.162 0.118 1.264 0.16
H -1.216180 0.251472 2.289928 0.326 0.402 -0.339 0.28
H -0.794885 -1.241324 1.184307 -1.102 1.946 0.824 0.28
H -2.574586 -0.748192 1.563177 2.241 0.847 -0.229 0.25
H -2.271602 -2.067274 -1.534786 -2.193 -0.465 1.127 0.22
H -0.619200 -1.874135 -0.752693 -0.858 0.228 -0.298 0.22
H -1.073612 -1.534954 -2.399898 0.850 0.499 -0.704 0.23
```
Positions in Å, forces in eV/Å.

Properties
Spin multiplicity: 1
DFT total energy (eV): -13917.0614
E_HOMO (alpha / beta) (Ha): -0.270 / -0.270
Net charge: 0
Gap between HOMO and LUMO (alpha / beta) (eV): 4.66 / 4.66
Energy relative to the best compared isomer or geometry (same formula, charge and spin) (kcal/mol): 127.4

---

Record 5
Below is 2 unconnected molecules or ions with the total composition C7H9N3O2 in a non-equilibrium geometry, with properties calculated with ωB97M-V/def2-TZVPD.

Geometry as XYZ:
```
21
Properties=species:S:1:pos:R:3:forces:R:3:nbo_charge:R:1
C 2.210323 -0.761751 1.414256 0.344 -0.735 1.378 0.24
C 1.874214 -1.599185 -0.854613 -0.285 -0.350 -0.523 0.24
C -0.982476 0.140599 -1.308055 -1.183 0.596 -0.862 -0.46
C -2.008925 -1.232122 0.431069 2.044 -0.208 0.382 -0.66
C -1.555372 1.310366 0.705990 -0.543 -1.369 3.406 -0.64
C 1.953628 -0.530438 0.048160 0.095 0.081 -0.294 -0.12
C -1.493349 0.085012 -0.099458 -0.058 -0.527 1.734 0.06
N 2.485387 -1.176874 2.459408 -0.375 0.634 -0.838 -0.23
N 1.826196 -2.402037 -1.670052 -0.026 -0.415 -0.160 -0.22
N 2.037108 0.661063 -0.488979 1.139 0.739 0.998 0.46
O 2.335632 1.660405 0.481120 -0.710 -0.727 -1.467 -0.50
O 2.023598 1.012702 -1.650286 -0.365 -0.229 0.524 -0.36
H -0.871940 1.151272 -1.678840 0.695 -0.205 -0.534 0.20
H -1.147186 -0.688753 -1.975665 0.609 -0.101 -0.339 0.21
H 2.269035 2.374643 -0.167683 0.229 1.007 0.392 0.49
H -2.811375 -1.306396 1.131917 -0.467 0.610 0.495 0.22
H -2.300194 -1.598744 -0.486180 -1.260 -1.838 -1.655 0.22
H -1.202075 -1.933727 0.762376 -0.420 0.768 0.017 0.22
H -0.882814 1.291044 1.599430 -0.192 -0.347 -0.523 0.22
H -2.542745 1.449491 1.203017 0.417 0.188 -0.781 0.22
H -1.216664 2.093421 0.143071 0.312 2.427 -1.352 0.21
```
Positions in Å, forces in eV/Å.

Properties
SMILES: N#CC(C#N)=[N+]([O-])O.C=C(C)C
Spin multiplicity: 1
DFT total energy (eV): -15964.1929
E_HOMO (Ha): -0.353
Net charge: 0
Gap between HOMO and LUMO (eV): 8.38
Energy relative to the best compared isomer or geometry (same formula, charge and spin) (kcal/mol): 155.1

---

Record 6
Below is C7H9N3O3 in the gas phase in a non-equilibrium geometry, with properties calculated with ωB97M-V/def2-TZVPD.

Geometry as XYZ:
```
22
Properties=species:S:1:pos:R:3:forces:R:3:nbo_charge:R:1
C -0.878783 2.252005 0.226414 -0.215 -1.791 -0.595 0.11
C -0.602071 1.534972 -1.074927 0.098 0.836 -2.106 0.13
C 0.621137 -0.003016 0.150297 1.622 0.493 0.070 0.28
C -2.308615 0.683573 -0.144960 1.029 1.154 -1.286 0.44
C 1.469954 0.545518 1.322458 -0.059 1.583 -2.657 -0.66
C -0.402856 -1.928465 -1.097376 -2.775 2.294 -1.922 -0.64
C -0.007011 -1.168398 0.125992 0.861 -0.426 -0.316 -0.25
N -1.797090 1.576809 0.772304 -1.456 0.931 2.896 -0.42
N -1.689301 0.627580 -1.249601 -2.017 -1.531 0.698 -0.35
N -3.455632 -0.104834 0.234089 -1.471 -2.205 0.916 0.48
O -4.294360 -0.403022 -0.576418 0.026 0.789 -1.454 -0.33
O 0.613145 0.892270 -1.002140 1.169 -1.807 1.537 -0.50
O -3.505061 -0.562197 1.363055 1.131 0.876 0.342 -0.34
H -0.203746 2.779293 0.862060 0.218 1.038 -0.216 0.22
H -0.647223 1.957353 -2.072904 0.527 1.462 0.140 0.24
H 0.838114 1.370284 1.657681 0.590 -0.274 1.203 0.21
H 2.427312 1.032971 0.951477 -1.233 -0.521 -0.092 0.23
H 1.843073 -0.171355 2.011576 -0.571 -0.652 0.869 0.24
H -1.434785 -2.408753 -0.985341 1.403 0.575 -0.282 0.22
H 0.317108 -2.657736 -1.297822 1.071 -1.462 -0.067 0.22
H -0.410156 -1.245190 -2.073032 -0.147 -1.461 2.248 0.24
H -0.025266 -1.740734 1.048185 0.200 0.099 0.075 0.22
```
Positions in Å, forces in eV/Å.

Properties
SMILES: C/C=C(/C)O[C@@H]1C=NC([N+](=O)[O-])=N1
Spin multiplicity: 1
DFT total energy (eV): -18011.1501
E_HOMO (Ha): -0.351
Net charge: 0
Gap between HOMO and LUMO (eV): 8.35
Energy relative to the best compared isomer or geometry (same formula, charge and spin) (kcal/mol): 177.3

---

Question: Which of these has the lowest energy relative to the best compared isomer or geometry (same formula, charge and spin)?
Answer: C7H9N3